(1)
This record from the OMol25 dataset describes C22H41ClMnN8PS as an isolated structure. The level of theory is ωB97M-V/def2-TZVPD.

Values from the calculation:
* total charge: +1
* frontier orbital gap (spin up / spin down): 6.84 / 8.17 eV
* spin multiplicity: 6
* energy relative to the best compared isomer or geometry (same formula, charge and spin): 0.00 kcal/mol

```
75
Properties=species:S:1:pos:R:3:forces:R:3
Mn -0.704 0.000 1.321 0.0 0.0 0.1
N -1.961 3.371 4.005 0.0 0.0 0.0
C -1.005 2.488 3.694 0.0 0.0 0.0
N -1.433 1.724 2.715 0.0 0.0 -0.1
C -2.683 2.204 2.456 0.1 -0.1 -0.1
N -3.040 3.209 3.218 0.0 0.0 0.0
C -3.494 1.608 1.384 0.0 0.0 0.1
C -4.787 2.020 1.087 0.0 0.0 0.0
N -5.484 1.459 0.107 0.0 0.0 0.0
C -4.886 0.490 -0.580 0.0 0.0 0.0
C -3.595 0.074 -0.290 0.0 0.0 0.0
N -2.900 0.631 0.696 0.0 0.0 0.0
H -1.950 4.097 4.703 0.0 0.0 0.0
H -0.043 2.432 4.175 0.0 0.0 0.0
H -5.256 2.814 1.655 0.0 0.0 0.0
H -5.450 0.033 -1.383 0.0 0.0 0.0
H -3.109 -0.713 -0.854 0.0 0.0 0.0
C -3.204 -1.026 4.211 0.0 0.0 0.0
P -1.841 -1.669 3.176 0.0 0.0 0.0
C -2.572 -3.188 2.478 0.0 0.0 0.0
C -0.697 -2.349 4.427 0.0 0.0 0.0
H -3.580 -1.783 4.900 0.0 0.0 0.0
H -4.023 -0.695 3.570 0.0 0.0 0.0
H -2.856 -0.165 4.784 0.0 0.0 0.0
H -2.995 -3.825 3.257 0.0 0.0 0.0
H -1.801 -3.744 1.943 0.0 0.0 0.0
H -3.360 -2.925 1.771 0.0 0.0 0.0
H -1.206 -3.029 5.111 0.0 0.0 0.0
H -0.243 -1.537 4.995 0.0 0.0 0.0
H 0.098 -2.890 3.911 0.0 0.0 0.0
C -0.756 2.561 -5.094 0.0 0.0 0.0
C -0.153 2.649 -3.697 0.0 0.0 0.0
C 1.183 3.383 -3.693 0.0 0.0 0.0
C 1.848 3.427 -2.324 0.0 0.0 0.0
N 2.232 2.092 -1.877 0.1 0.0 0.0
C 1.623 1.349 -0.952 0.0 0.0 0.0
S 0.338 1.975 -0.013 0.0 0.0 0.0
N 2.075 0.099 -0.764 0.0 0.0 -0.1
C 2.985 -0.613 -1.654 0.0 0.0 0.0
C 2.340 -1.070 -2.959 0.0 0.0 0.0
C 3.334 -1.768 -3.877 0.0 0.0 0.0
C 2.684 -2.245 -5.170 0.0 0.0 0.0
H -1.714 2.041 -5.081 0.0 0.0 0.0
H -0.093 2.023 -5.773 0.0 0.0 0.0
H -0.922 3.555 -5.513 0.0 0.0 0.0
H -0.024 1.641 -3.289 0.0 0.0 0.0
H -0.843 3.161 -3.020 0.0 0.0 0.0
H 1.041 4.412 -4.036 0.0 0.0 0.0
H 1.864 2.913 -4.412 0.0 0.0 0.0
H 1.176 3.844 -1.577 0.0 0.0 0.0
H 2.749 4.042 -2.349 0.0 0.0 0.0
H 2.963 1.649 -2.410 0.0 0.0 0.0
H 1.501 -0.484 -0.170 0.0 0.0 0.0
H 3.332 -1.485 -1.099 0.0 0.0 0.0
H 3.869 0.002 -1.844 0.0 0.0 0.0
H 1.895 -0.214 -3.479 0.0 0.0 0.0
H 1.518 -1.750 -2.717 0.0 0.0 0.0
H 3.776 -2.619 -3.350 0.0 0.0 0.0
H 4.159 -1.086 -4.109 0.0 0.0 0.0
H 1.882 -2.955 -4.961 0.0 0.0 0.0
H 3.407 -2.738 -5.819 0.0 0.0 0.0
H 2.254 -1.407 -5.722 0.0 0.0 0.0
C 3.295 -2.809 3.410 0.1 0.0 0.0
C 3.437 -1.480 2.662 -0.1 0.0 0.0
C 2.183 -0.733 2.654 0.0 0.0 0.0
N 1.188 -0.162 2.659 0.0 0.0 -0.1
H 4.250 -3.332 3.392 0.0 0.0 0.0
H 2.547 -3.438 2.932 0.0 0.0 0.0
H 3.011 -2.649 4.448 0.0 0.0 0.0
H 3.712 -1.649 1.619 0.0 0.0 0.0
H 4.205 -0.845 3.105 0.0 0.0 0.0
Cl 0.894 -2.814 0.440 0.0 0.0 0.0
C -0.499 -1.696 -0.050 0.0 -0.1 0.0
H -1.363 -2.364 0.005 0.0 0.0 0.0
H -0.324 -1.529 -1.116 0.0 0.0 0.0
```
Forces are in eV/Å.


(2)
This record from the OMol25 dataset describes C22H41ClNOP3Ti as an isolated structure in a non-equilibrium geometry. The level of theory is ωB97M-V/def2-TZVPD.

Values from the calculation:
* total charge: +4
* frontier orbital gap (spin up / spin down): 4.47 / 4.47 eV
* energy relative to the best compared isomer or geometry (same formula, charge and spin): 19.09 kcal/mol

```
70
Properties=species:S:1:pos:R:3:forces:R:3
Ti -0.099 -0.061 0.333 -0.3 -2.6 -0.1
P 0.809 2.595 0.494 0.3 3.6 -0.9
P -2.372 0.695 0.969 -1.0 1.1 0.1
P 2.320 -0.485 -0.732 1.6 0.6 -0.6
H -3.529 -2.358 -2.062 0.0 -0.5 0.4
C -2.642 -2.946 -1.790 -0.7 -0.4 -0.3
C -2.172 -3.128 -0.555 -0.1 -0.6 -0.5
H -2.782 -3.042 0.332 0.2 0.5 0.0
C 0.789 3.805 -0.874 -0.2 -0.5 -0.5
C -0.112 3.497 1.770 -0.9 -1.1 0.4
C 2.504 2.717 1.061 1.1 -1.5 0.3
C -3.488 -0.710 0.844 -0.2 -0.6 -0.1
C -2.488 1.312 2.647 0.2 0.0 0.6
C -3.100 2.038 -0.001 0.1 0.2 -0.5
C 2.667 -2.185 -1.237 -0.8 -0.7 0.1
C 3.790 -0.191 0.313 0.0 0.2 0.4
C 2.645 0.417 -2.291 -0.3 0.5 0.1
H -2.226 -3.517 -2.632 0.0 0.8 0.5
H -1.229 -3.635 -0.459 0.1 -0.7 0.3
H 1.199 4.790 -0.604 0.0 -0.4 0.3
H -0.249 3.928 -1.187 0.0 0.1 -0.1
H 1.355 3.399 -1.717 0.0 0.1 0.0
H 0.294 4.483 2.036 0.5 -0.2 -0.6
H -0.099 2.901 2.681 -0.1 0.1 0.1
H -1.133 3.631 1.415 0.0 0.1 0.2
H 2.826 3.750 1.235 -0.7 0.2 -0.3
H 3.166 2.298 0.307 0.0 0.2 0.1
H 2.667 2.188 2.005 0.0 0.1 -0.2
H -4.527 -0.423 1.043 0.2 0.3 0.1
H -3.214 -1.496 1.559 -0.1 0.3 0.0
H -3.428 -1.163 -0.153 -0.1 0.4 0.3
H -3.563 1.442 2.828 0.2 0.0 0.3
H -1.972 2.275 2.770 -0.5 -0.5 0.0
H -2.051 0.593 3.352 -0.3 0.2 0.0
H -3.955 2.457 0.560 0.3 -0.2 -0.3
H -3.442 1.682 -0.987 0.1 0.2 0.4
H -2.349 2.832 -0.157 -0.5 -0.2 0.0
H 3.743 -2.390 -1.256 -0.2 0.2 0.1
H 2.238 -2.366 -2.226 0.4 -0.1 0.2
H 2.178 -2.829 -0.502 0.3 -0.4 -0.2
H 4.598 -0.877 0.024 -0.2 0.3 0.1
H 3.521 -0.380 1.362 0.5 0.0 -0.4
H 4.139 0.840 0.209 0.2 -0.5 0.1
H 3.395 -0.075 -2.927 -0.1 0.0 0.4
H 3.009 1.421 -2.048 0.0 -0.1 -0.2
H 1.717 0.508 -2.872 0.2 0.0 0.0
C -0.522 -0.968 -2.574 0.2 0.7 0.3
C -0.841 -0.236 -3.736 -0.9 -0.1 -0.8
C -0.770 -0.853 -4.976 0.4 0.9 0.3
C -0.433 -2.215 -5.059 -0.3 -0.2 -0.4
C -0.346 -2.966 -3.886 0.8 -0.8 0.6
C -0.024 -2.287 -2.709 -0.8 -1.2 0.7
O -0.720 -0.402 -1.369 2.4 0.1 -0.5
H -0.017 1.595 -0.478 0.6 0.8 0.8
H -1.120 0.807 -3.642 -0.2 -0.1 -0.1
H -0.980 -0.270 -5.873 0.2 -0.2 0.2
H -0.205 -2.712 -6.018 -0.7 0.3 0.4
H -0.554 -4.070 -3.892 1.3 1.0 -0.1
H 0.412 -2.826 -1.841 -1.1 0.3 -0.7
Cl -1.681 -2.143 5.292 0.0 -0.3 0.0
C -0.333 -1.597 4.409 -0.4 -0.1 0.0
C 0.808 -1.144 5.075 0.4 0.1 -0.5
C 1.788 -0.497 4.323 0.2 0.3 -0.1
C 1.539 -0.269 2.978 0.5 0.4 0.2
N 0.475 -0.771 2.332 -0.1 0.2 -1.1
C -0.421 -1.504 3.024 0.4 0.5 0.5
H 0.905 -1.279 6.143 0.0 0.0 0.1
H 2.723 -0.089 4.737 -0.7 -0.3 0.1
H 2.206 0.376 2.402 -0.3 -0.5 0.3
H -1.231 -1.919 2.456 -0.4 -0.3 0.1
```
Forces are in eV/Å.


(3)
This record from the OMol25 dataset describes C22H41N2O5ReSbSi3 as an isolated structure. The level of theory is ωB97M-V/def2-TZVPD.

Values from the calculation:
* total charge: +2
* frontier orbital gap (spin up / spin down): 7.29 / 7.53 eV
* spin multiplicity: 2
* energy relative to the best compared isomer or geometry (same formula, charge and spin): 0.00 kcal/mol

```
75
Properties=species:S:1:pos:R:3:forces:R:3
Re -0.207 1.419 0.456 0.1 -0.3 -0.1
O -1.960 4.266 -1.548 0.0 0.0 0.0
C -1.934 3.293 -0.878 0.0 0.0 0.0
O -0.891 2.378 -1.022 0.0 0.0 0.0
C -3.024 2.830 0.079 0.0 0.0 0.0
C -3.300 1.351 -0.248 0.0 0.0 0.0
C -4.672 0.916 0.226 0.0 0.0 0.0
C -4.495 0.956 1.758 0.0 0.0 0.0
C -3.017 1.279 1.912 0.0 0.0 0.0
O -2.392 0.690 0.704 -0.1 0.0 0.0
C -2.693 2.742 1.626 0.0 0.0 0.0
C -1.208 2.951 1.850 0.0 0.1 0.1
O -0.586 3.916 1.480 0.0 0.1 0.1
O -0.507 1.833 2.294 0.0 0.0 -0.1
H -3.884 3.471 -0.099 0.0 0.0 0.0
H -3.026 1.058 -1.258 0.0 0.0 0.0
H -4.895 -0.090 -0.123 0.0 0.0 0.0
H -5.450 1.581 -0.143 0.0 0.0 0.0
H -4.736 0.001 2.220 0.0 0.0 0.0
H -5.107 1.717 2.239 0.0 0.0 0.0
H -2.537 0.872 2.794 0.0 0.0 0.0
H -3.266 3.465 2.204 0.0 0.0 0.0
N 5.409 3.984 -0.068 0.0 0.0 0.0
C 4.212 3.403 -0.001 0.0 0.0 0.0
C 3.055 4.032 -0.513 0.0 0.0 0.0
C 1.845 3.418 -0.412 0.0 0.0 0.0
N 1.681 2.185 0.142 0.0 0.0 0.0
C 2.793 1.575 0.622 0.0 0.0 0.0
C 4.037 2.126 0.581 0.0 0.0 0.0
H 5.522 4.899 -0.470 0.0 0.0 0.0
H 6.229 3.543 0.314 0.0 0.0 0.0
H 3.114 5.009 -0.972 0.0 0.0 0.0
H 0.952 3.899 -0.784 0.0 0.0 0.0
H 2.647 0.600 1.064 0.0 0.0 0.0
H 4.876 1.583 0.992 0.0 0.0 0.0
C -1.158 -4.421 -0.668 0.0 0.0 0.0
Si -1.831 -2.728 -0.291 0.0 0.0 0.0
C -2.899 -2.124 -1.691 0.0 0.0 0.0
C -2.656 -2.647 1.376 0.0 0.0 0.0
Sb 0.258 -1.169 -0.190 0.0 0.1 0.0
Si 1.275 -0.978 -2.605 0.0 0.0 0.0
C 0.073 0.100 -3.524 0.0 0.0 0.0
C 2.964 -0.213 -2.482 0.0 0.0 0.0
C 1.309 -2.725 -3.237 0.0 0.0 0.0
Si 1.819 -2.060 1.729 0.0 0.0 0.0
C 1.329 -1.042 3.211 0.0 0.0 0.0
C 1.368 -3.849 1.934 0.0 0.0 0.0
C 3.614 -1.846 1.241 0.0 0.0 0.0
H -2.006 -5.087 -0.851 0.0 0.0 0.0
H -0.587 -4.842 0.158 0.0 0.0 0.0
H -0.536 -4.434 -1.563 0.0 0.0 0.0
H -3.781 -2.766 -1.765 0.0 0.0 0.0
H -2.375 -2.185 -2.646 0.0 0.0 0.0
H -3.245 -1.101 -1.552 0.0 0.0 0.0
H -3.514 -3.326 1.393 0.0 0.0 0.0
H -3.012 -1.641 1.594 0.0 0.0 0.0
H -1.981 -2.956 2.176 0.0 0.0 0.0
H 0.067 1.127 -3.155 0.0 0.0 0.0
H -0.946 -0.288 -3.484 0.0 0.0 0.0
H 0.371 0.129 -4.577 0.0 0.0 0.0
H 2.936 0.778 -2.027 0.0 0.0 0.0
H 3.359 -0.097 -3.496 0.0 0.0 0.0
H 3.666 -0.838 -1.929 0.0 0.0 0.0
H 0.305 -3.137 -3.349 0.0 0.0 0.0
H 1.891 -3.390 -2.597 0.0 0.0 0.0
H 1.774 -2.730 -4.227 0.0 0.0 0.0
H 0.262 -1.139 3.425 0.0 0.0 0.0
H 1.558 0.021 3.111 0.0 0.0 0.0
H 1.874 -1.408 4.086 0.0 0.0 0.0
H 0.323 -3.985 2.215 0.0 0.0 0.0
H 1.982 -4.262 2.739 0.0 0.0 0.0
H 1.572 -4.432 1.035 0.0 0.0 0.0
H 4.159 -1.322 2.030 0.0 0.0 0.0
H 3.763 -1.306 0.307 0.0 0.0 0.0
H 4.074 -2.830 1.125 0.0 0.0 0.0
```
Forces are in eV/Å.